{
  "formula": "C42H69BF3O21S7",
  "method": "ωB97M-V/def2-TZVPD",
  "e_homo_ev": -5.68,
  "fmax_ha_per_bohr": 0.078,
  "multiplicity": 1,
  "homo_lumo_gap_ev": 7.23,
  "e_tot_ha": -6333.56550,
  "total_charge": -1,
  "e_lumo_ha": 0.05705,
  "de_lowest_kj_mol": 201.31,
  "elements": ["O", "C", "O", "B", "O", "C", "O", "O", "C", "O", "C", "O", "O", "F", "C", "C", "C", "C", "C", "C", "H", "H", "H", "H", "H", "F", "C", "C", "C", "C", "C", "C", "H", "H", "H", "H", "H", "F", "C", "C", "C", "C", "C", "C", "H", "H", "H", "H", "H", "C", "S", "O", "C", "H", "H", "H", "H", "H", "H", "C", "S", "O", "C", "H", "H", "H", "H", "H", "H", "C", "S", "O", "C", "H", "H", "H", "H", "H", "H", "C", "S", "O", "C", "H", "H", "H", "H", "H", "H", "C", "S", "O", "C", "H", "H", "H", "H", "H", "H", "C", "S", "O", "C", "H", "H", "H", "H", "H", "H", "C", "S", "O", "C", "H", "H", "H", "H", "H", "H", "C", "O", "C", "O", "O", "C", "H", "H", "H", "H", "H", "H", "C", "O", "C", "O", "O", "C", "H", "H", "H", "H", "H", "H"],
  "coordinates": [[3.68512, 1.82478, -2.37322], [2.59292, 1.63025, -1.84787], [2.31375, 1.04960, -0.71983], [0.82071, 0.88345, -0.54839], [0.28112, 1.41344, -1.84841], [1.26730, 1.88654, -2.64177], [1.10693, 2.27464, -3.78225], [0.26167, 1.62287, 0.56101], [-0.61183, 0.83931, 1.23100], [-1.29343, 1.19796, 2.17175], [-0.41080, -0.54506, 0.69431], [0.35984, -0.48411, -0.39633], [-0.99196, -1.51972, 1.18882], [-0.71441, 6.47823, -5.37664], [-0.49469, 5.52857, -6.27179], [-0.23848, 4.22314, -5.86294], [-0.10776, 3.19789, -6.85915], [-0.19870, 3.54079, -8.19771], [-0.37197, 4.89760, -8.58846], [-0.50350, 5.89738, -7.60074], [-0.07658, 3.94627, -4.83167], [0.03687, 2.15627, -6.61318], [-0.19293, 2.78848, -8.97257], [-0.50333, 5.06495, -9.64730], [-0.75943, 6.92148, -7.82906], [-4.40577, -7.45211, -0.10859], [-4.07089, -6.22863, 0.27630], [-4.60252, -5.72007, 1.41955], [-4.25233, -4.48211, 1.87152], [-3.35877, -3.66945, 1.16994], [-2.77418, -4.21965, 0.04254], [-3.11749, -5.50229, -0.42624], [-5.24940, -6.39783, 1.95674], [-4.61380, -4.09486, 2.81268], [-3.00881, -2.74573, 1.60661], [-2.07329, -3.54406, -0.42515], [-2.77800, -5.86544, -1.38502], [-0.21872, -2.35361, -2.42784], [-1.16048, -1.98526, -3.33095], [-0.93050, -0.96538, -4.25338], [-1.92499, -0.58127, -5.16486], [-3.14998, -1.20246, -5.13483], [-3.41546, -2.29678, -4.23126], [-2.35491, -2.69551, -3.38035], [0.03325, -0.49821, -4.11426], [-1.84176, 0.19854, -5.90741], [-3.94513, -0.86735, -5.78431], [-4.39937, -2.71250, -4.07160], [-2.43585, -3.57023, -2.75209], [-2.99709, 1.14832, -2.38266], [-3.65472, 1.68347, -0.78475], [-4.75186, 2.70208, -1.16600], [-4.43964, 0.06619, -0.26051], [-3.78108, 0.79874, -3.05442], [-2.30685, 0.30690, -2.32191], [-2.46638, 1.87598, -2.99663], [-3.82035, -0.80212, -0.48553], [-5.38448, -0.07908, -0.78423], [-4.71089, 0.03026, 0.79459], [-3.54681, -0.89369, 3.87651], [-4.89241, -0.51540, 5.04746], [-5.53094, 0.82035, 4.67683], [-6.06760, -1.80358, 4.37678], [-4.02306, -0.84184, 2.89743], [-3.19900, -1.90518, 4.08634], [-2.74137, -0.16051, 3.83404], [-5.84919, -2.85835, 4.54372], [-6.24842, -1.63397, 3.31535], [-6.96205, -1.67543, 4.98640], [6.29196, 0.38790, -0.95056], [7.56297, 0.35776, -2.26598], [7.74589, -1.07113, -2.92763], [6.72410, 1.43148, -3.45002], [5.36375, -0.13352, -1.18432], [6.03356, 1.40806, -0.66666], [6.65087, -0.15760, -0.07779], [7.31879, 1.48131, -4.36214], [6.68067, 2.44872, -3.06086], [5.73666, 1.04950, -3.70917], [3.51160, -1.83434, 0.47387], [4.69709, -3.23977, 0.48317], [5.53061, -3.16761, -0.80571], [5.75901, -2.70026, 1.85647], [2.98791, -1.91106, -0.47900], [4.09901, -0.92095, 0.38029], [2.73567, -1.68580, 1.22485], [6.44572, -3.46136, 2.22695], [5.24357, -2.15659, 2.64820], [6.31514, -1.82236, 1.52766], [-5.57563, 4.05723, 3.68275], [-4.64642, 3.20588, 2.30473], [-4.96191, 3.92010, 0.97742], [-3.04047, 3.66500, 3.03505], [-5.25080, 5.09685, 3.64074], [-5.39591, 3.61039, 4.66056], [-6.61743, 4.01885, 3.36449], [-2.23867, 3.36976, 2.35826], [-2.87071, 3.26456, 4.03451], [-3.00652, 4.74767, 3.15663], [-0.97438, 4.65592, -0.85297], [-2.25778, 5.04871, -2.10433], [-3.65272, 5.06991, -1.44332], [-1.80658, 6.81011, -2.36375], [-0.73774, 5.49937, -0.20436], [-0.04640, 4.18180, -1.17261], [-1.37180, 3.97007, -0.10480], [-0.76179, 6.79920, -2.67422], [-1.85800, 7.31598, -1.39961], [-2.45880, 7.36099, -3.04142], [0.78668, -2.17016, 4.50633], [2.46149, -1.60826, 4.07697], [2.28236, -0.24491, 3.45713], [2.98059, -1.25259, 5.81896], [0.20790, -1.39103, 5.00237], [0.85905, -3.09300, 5.08186], [0.26006, -2.44995, 3.59392], [2.24385, -0.71064, 6.41192], [3.94941, -0.77278, 5.95770], [2.95738, -2.22384, 6.31316], [3.20171, -6.42060, 3.39036], [2.83351, -5.80943, 2.16062], [1.63450, -5.25018, 1.95349], [0.78253, -4.99388, 2.85301], [1.46377, -5.14974, 0.62468], [0.24329, -4.70494, 0.10380], [3.07028, -5.68559, 4.18445], [4.24797, -6.72627, 3.39312], [2.52231, -7.23741, 3.63398], [-0.23737, -3.91256, 0.67756], [-0.44006, -5.55410, 0.11129], [0.47891, -4.36428, -0.90444], [7.05219, 0.48915, 3.28829], [5.98046, 0.79299, 2.44424], [5.00906, 1.64138, 2.89452], [4.99255, 2.26075, 3.93975], [4.03519, 1.63678, 1.97425], [2.83665, 2.36202, 2.08060], [7.42384, 1.36925, 3.81309], [7.84082, 0.11084, 2.63787], [6.78977, -0.31116, 3.98019], [2.69984, 2.89178, 1.13787], [2.86793, 3.17738, 2.80331], [1.94464, 1.80880, 2.37451]],
  "lowdin_charge": [0.1132, -0.3629, 0.2120, -0.9050, 0.1712, -0.3378, 0.1157, 0.2081, -0.3458, 0.1287, -0.3170, 0.2339, 0.1045, 0.0675, -0.3118, 0.0183, -0.0645, -0.1087, -0.0738, -0.0230, 0.0824, 0.0930, 0.0906, 0.0903, 0.1087, 0.0786, -0.3125, -0.0356, -0.0723, -0.0673, -0.0991, -0.0019, 0.1195, 0.0850, 0.0736, 0.0801, 0.1146, 0.0576, -0.2755, -0.0048, -0.0869, -0.1008, -0.0412, -0.0198, 0.1142, 0.1019, 0.0968, 0.0957, 0.0888, -0.2649, 0.8412, -0.5591, -0.2220, 0.0522, 0.0266, 0.0526, 0.0309, 0.0506, 0.0217, -0.2612, 0.8400, -0.5795, -0.2505, 0.0290, 0.0515, 0.0427, 0.0365, 0.0532, 0.0365, -0.2710, 0.8516, -0.5882, -0.2862, 0.0398, 0.0563, 0.0221, 0.0435, 0.0509, 0.0466, -0.2310, 0.8457, -0.5476, -0.2599, 0.0534, 0.0315, 0.0314, 0.0512, 0.0275, 0.0247, -0.2524, 0.8183, -0.5529, -0.2738, 0.0392, 0.0375, 0.0411, 0.0165, 0.0561, 0.0452, -0.2420, 0.8373, -0.5510, -0.2713, 0.0493, 0.0425, 0.0333, 0.0364, 0.0443, 0.0495, -0.2522, 0.8447, -0.5414, -0.2425, 0.0619, 0.0508, 0.0320, 0.0535, 0.0486, 0.0366, -0.0369, -0.0298, -0.5196, 0.0585, -0.0028, -0.0489, 0.0848, 0.0959, 0.0973, 0.0716, 0.0913, 0.1015, -0.0719, -0.0438, -0.5472, 0.1153, -0.0063, -0.0544, 0.0968, 0.0946, 0.0918, 0.0965, 0.0976, 0.0762]
}